Record 1
{"formula": "C5H14N2O", "method": "wB97M-V/def2-TZVPD", "total_energy_ha": -383.56170, "e_homo_ha": -0.299, "relative_energy_kj_mol": 365.0, "molar_mass_g_mol": 118.180, "gap_ev": 8.92, "smiles": "C[C@@H](N)O.CC(C)=N", "lumo_ev": 0.78, "spin_multiplicity": 1, "species": ["C", "C", "N", "O", "H", "H", "H", "H", "H", "H", "H", "C", "C", "C", "N", "H", "H", "H", "H", "H", "H", "H"], "positions_angstrom": [[0.323954, 0.097475, -1.910597], [0.691026, 0.915508, -0.690497], [2.097577, 0.857500, -0.438748], [0.315161, 2.272043, -0.866581], [0.646994, -0.939111, -1.802599], [-0.755808, 0.105527, -2.080949], [0.785491, 0.519986, -2.811787], [0.323776, 0.687609, 0.565504], [2.325173, 1.491716, 0.323177], [2.610371, 1.200721, -1.248223], [-0.651490, 2.307366, -0.907657], [-1.997307, -0.178254, 0.780645], [-0.575362, -0.497706, 1.148840], [-0.058508, -1.875787, 0.837484], [-0.039326, 0.234746, 2.153035], [-2.659528, -0.691664, 1.483086], [-2.174228, 0.895182, 0.873977], [-2.226491, -0.509775, -0.233706], [1.028799, -1.850925, 0.738852], [-0.318771, -2.537493, 1.668689], [-0.484728, -2.261302, -0.089870], [0.793226, -0.243361, 2.507926]], "atomic_forces_ev_per_a": [[-0.308, -0.286, 0.250], [0.034, 0.071, 3.217], [0.558, 0.133, -0.372], [-0.555, 0.772, -0.539], [0.008, 0.059, -0.040], [0.023, -0.017, 0.016], [0.081, 0.037, 0.217], [0.631, 0.439, -5.226], [-0.043, -0.130, -0.047], [0.117, -0.057, -0.029], [0.264, 0.111, 0.018], [0.467, 0.518, -0.710], [0.212, 0.364, 5.327], [0.278, 0.308, -0.578], [-1.720, -2.241, -1.325], [0.174, -0.050, -0.058], [-0.029, -0.114, 0.042], [-0.108, 0.020, 0.061], [-0.060, -0.035, 0.023], [-0.067, 0.092, -0.111], [0.012, -0.107, 0.107], [0.030, 0.115, -0.241]], "lowdin_charge": [-0.050, -0.584, 0.050, -0.053, 0.069, 0.069, 0.085, 0.135, 0.079, 0.075, 0.082, -0.042, -0.498, -0.043, 0.062, 0.096, 0.087, 0.073, 0.087, 0.095, 0.075, 0.052]}

---

Record 2
{"formula": "C5H14N2O", "method": "wB97M-V/def2-TZVPD", "total_energy_ha": -383.61787, "e_homo_ha": -0.302, "relative_energy_kj_mol": 217.5, "molar_mass_g_mol": 118.180, "gap_ev": 9.20, "smiles": "N/C=C/N.CCCO", "lumo_ev": 0.97, "spin_multiplicity": 1, "species": ["N", "C", "C", "N", "H", "H", "H", "H", "H", "H", "C", "C", "C", "O", "H", "H", "H", "H", "H", "H", "H", "H"], "positions_angstrom": [[0.001450, 2.542581, -1.955418], [-0.906811, 1.651001, -1.326591], [-1.044181, 0.374743, -1.641382], [-1.788902, -0.565087, -0.857534], [0.719889, 2.814102, -1.275880], [0.443929, 2.087902, -2.749826], [-1.579323, 2.019669, -0.525904], [-0.487464, -0.085661, -2.412950], [-2.415673, -1.123034, -1.429130], [-2.401506, -0.032030, -0.201742], [1.626889, 0.592055, 1.432557], [0.801528, -0.474271, 2.167025], [0.744362, -1.914686, 1.594790], [0.383403, -2.036920, 0.240377], [1.561450, 1.623055, 1.786006], [1.325636, 0.624595, 0.398408], [2.675490, 0.301447, 1.406573], [1.169295, -0.588303, 3.182829], [-0.244307, -0.168169, 2.238017], [1.771791, -2.336249, 1.680085], [0.032997, -2.478113, 2.248734], [-0.457980, -1.579359, 0.064025]], "atomic_forces_ev_per_a": [[-0.062, 0.136, 0.457], [-0.456, -0.085, 0.388], [-0.377, -0.379, 0.824], [-1.196, 1.127, 0.430], [-0.260, 0.003, -0.519], [0.043, 0.135, 0.237], [0.772, 0.234, -0.439], [0.658, -0.360, -0.743], [0.108, -0.057, -0.024], [0.644, -0.693, -0.570], [0.113, -0.741, -0.408], [-0.488, 0.025, -0.164], [0.765, 0.270, 0.352], [0.152, 0.099, 0.078], [-0.181, -0.266, 0.473], [-0.229, -0.028, -0.543], [0.188, 0.046, 0.153], [-0.031, 0.051, 0.294], [-0.053, 0.354, 0.111], [-0.732, -0.072, -0.016], [0.616, 0.168, -0.334], [0.007, 0.032, -0.037]], "lowdin_charge": [0.012, -0.239, -0.216, 0.002, 0.075, 0.074, 0.116, 0.101, 0.087, 0.103, -0.105, -0.243, -0.292, -0.100, 0.068, 0.039, 0.071, 0.096, 0.094, 0.119, 0.115, 0.023]}

---

Record 3
{"formula": "C5H14N2O", "method": "wB97M-V/def2-TZVPD", "total_energy_ha": -383.63199, "e_homo_ha": -0.315, "relative_energy_kj_mol": 180.4, "molar_mass_g_mol": 118.180, "gap_ev": 9.46, "smiles": "C[C@@H](CO)CC(N)N", "lumo_ev": 0.90, "spin_multiplicity": 1, "species": ["C", "C", "C", "O", "C", "C", "N", "N", "H", "H", "H", "H", "H", "H", "H", "H", "H", "H", "H", "H", "H", "H"], "positions_angstrom": [[0.039634, -1.660157, -0.813644], [0.527573, -0.637337, 0.215484], [2.085846, -0.902095, 0.545510], [2.832528, -1.268571, -0.604997], [0.377959, 0.799996, -0.268139], [-1.090457, 1.431611, -0.069229], [-2.176654, 0.590874, -0.468221], [-1.359084, 1.779515, 1.296325], [0.413115, -2.661152, -0.573700], [-1.049464, -1.734384, -0.840150], [0.389788, -1.414172, -1.822297], [-0.004435, -0.774595, 1.162857], [2.147097, -1.734779, 1.252753], [2.563632, -0.038359, 1.018373], [2.702826, -0.587064, -1.281066], [1.064299, 1.463072, 0.273330], [0.633247, 0.873376, -1.331337], [-1.103678, 2.345048, -0.672683], [-2.278245, -0.184690, 0.179237], [-3.051600, 1.106604, -0.443444], [-2.255022, 2.254857, 1.364563], [-1.408905, 0.952401, 1.880475]], "atomic_forces_ev_per_a": [[-0.055, -0.387, 0.187], [1.782, -0.063, 0.091], [-1.328, -0.129, -0.267], [-0.118, 0.147, -0.152], [-1.696, 0.760, 0.324], [0.868, -0.375, 0.100], [-0.576, -1.155, -1.956], [1.111, 1.304, 1.499], [0.058, 0.121, -0.016], [0.129, 0.192, -0.099], [-0.086, -0.018, 0.201], [0.029, 0.021, 0.030], [0.098, -0.034, -0.245], [-0.320, 0.127, 0.076], [0.100, -0.197, 0.244], [-0.232, -0.081, -0.023], [-0.135, -0.056, 0.059], [-0.092, -0.093, 0.092], [0.037, 0.070, -0.114], [0.189, -0.071, -0.026], [0.216, -0.127, 0.030], [0.021, 0.043, -0.032]], "lowdin_charge": [-0.078, -0.346, -0.218, -0.077, -0.123, -0.475, 0.024, 0.019, 0.082, 0.060, 0.082, 0.124, 0.114, 0.108, 0.087, 0.107, 0.111, 0.132, 0.065, 0.072, 0.070, 0.062]}

---

Record 4
{"formula": "C5H14N2O", "method": "wB97M-V/def2-TZVPD", "total_energy_ha": -383.49255, "e_homo_ha": -0.264, "relative_energy_kj_mol": 546.5, "molar_mass_g_mol": 118.180, "gap_ev": 7.97, "lumo_ev": 0.79, "spin_multiplicity": 1, "species": ["C", "C", "N", "N", "H", "H", "H", "H", "H", "H", "H", "H", "C", "C", "C", "O", "H", "H", "H", "H", "H", "H"], "positions_angstrom": [[1.979826, 0.716927, -0.058093], [0.407623, -0.854713, 1.259969], [1.310411, 1.265546, -1.050132], [2.865644, -0.291799, -0.313579], [2.117726, 1.222265, 0.889935], [0.922824, 2.162223, -0.772117], [0.210846, 0.569980, -1.350711], [2.927426, -0.664801, -1.250265], [2.914864, -1.066269, 0.331778], [-0.395750, -0.998391, 1.978026], [1.283874, -0.623776, 1.865734], [0.582458, -1.757619, 0.670646], [-2.018564, 0.842613, 0.729403], [-1.454454, -0.264796, -0.108261], [-1.002610, 0.002442, -1.427666], [-2.016140, -1.461291, 0.208623], [-1.715136, -2.142270, -0.405423], [-3.029692, 1.082686, 0.382257], [-2.074027, 0.549407, 1.774925], [-1.399629, 1.733069, 0.641442], [-0.918748, -0.862688, -2.083767], [-1.498773, 0.841255, -1.912724]], "atomic_forces_ev_per_a": [[-0.144, 0.740, -1.159], [-0.909, 0.023, -0.203], [1.164, 0.070, 0.781], [0.205, -0.812, -0.056], [-0.242, -0.183, 0.115], [-0.023, -0.051, 0.111], [-1.338, -0.941, -0.189], [-0.417, 0.455, -0.191], [0.011, 0.336, 0.470], [-0.118, -0.248, -0.063], [0.185, 0.248, -0.205], [-0.018, -0.058, 0.074], [0.022, -0.072, -0.020], [0.467, -0.286, 0.996], [1.280, 0.556, -0.400], [0.154, 0.211, 0.006], [-0.001, 0.108, -0.037], [0.026, -0.023, -0.025], [-0.009, -0.015, -0.028], [0.004, -0.017, -0.013], [-0.081, -0.029, 0.025], [-0.219, -0.015, 0.010]], "lowdin_charge": [-0.353, -0.072, 0.019, 0.079, 0.118, 0.073, 0.056, 0.097, 0.077, -0.017, -0.023, -0.008, -0.042, -0.467, -0.084, 0.016, 0.113, 0.092, 0.080, 0.082, 0.079, 0.086]}

---

Record 5
{"formula": "C5H14N2O", "method": "wB97M-V/def2-TZVPD", "total_energy_ha": -383.62709, "e_homo_ha": -0.339, "relative_energy_kj_mol": 193.3, "molar_mass_g_mol": 118.180, "gap_ev": 9.94, "smiles": "[H]/N=C/NC.CCCO", "lumo_ev": 0.72, "spin_multiplicity": 1, "species": ["H", "N", "C", "N", "C", "H", "H", "H", "H", "H", "C", "C", "C", "O", "H", "H", "H", "H", "H", "H", "H", "H"], "positions_angstrom": [[-3.610734, -0.649652, 3.973367], [-3.305920, 0.189052, 3.488160], [-2.086724, 0.009043, 3.170613], [-1.364827, 0.885801, 2.386097], [-0.351441, 0.254685, 1.541707], [-1.473799, -0.828415, 3.517891], [-1.972508, 1.492784, 1.853234], [0.262890, 1.019956, 1.069840], [0.339358, -0.369377, 2.107490], [-0.806803, -0.376930, 0.772184], [1.975951, -1.043265, -1.004552], [1.653133, -0.434861, -2.373298], [0.559290, 0.591863, -2.231208], [0.258631, 1.125518, -3.524343], [1.058811, -1.319669, -0.481200], [2.567136, -1.954749, -1.100382], [2.546428, -0.347579, -0.386946], [1.308789, -1.208478, -3.064385], [2.530710, 0.007714, -2.846598], [0.881249, 1.413351, -1.580788], [-0.317708, 0.134103, -1.766296], [-0.651909, 1.409109, -3.520577]], "atomic_forces_ev_per_a": [[-0.172, 0.262, 0.403], [0.309, -0.433, -0.417], [-0.072, 0.300, 0.044], [0.170, -0.454, -0.056], [0.076, 0.187, -0.145], [-0.090, -0.099, -0.070], [-0.054, 0.154, 0.171], [-0.103, 0.024, -0.089], [-0.168, 0.030, 0.270], [0.090, 0.037, -0.095], [0.238, -0.094, -0.288], [-0.087, -0.367, 0.210], [0.151, 0.443, -0.369], [0.152, -0.294, 0.218], [0.010, 0.052, 0.041], [0.053, 0.057, -0.029], [-0.103, 0.011, 0.070], [-0.065, -0.015, 0.067], [0.039, 0.095, 0.133], [0.052, -0.045, 0.115], [-0.108, -0.055, -0.096], [-0.318, 0.203, -0.089]], "lowdin_charge": [0.028, 0.065, -0.357, -0.070, -0.129, 0.119, 0.119, 0.073, 0.080, 0.070, -0.109, -0.245, -0.297, -0.067, 0.054, 0.070, 0.074, 0.112, 0.113, 0.114, 0.109, 0.073]}

---

Record 6
{"formula": "C5H14N2O", "method": "wB97M-V/def2-TZVPD", "total_charge": 1, "total_energy_ha": -383.31165, "e_homo_ha": [-0.356, -0.463], "relative_energy_kj_mol": 168.0, "molar_mass_g_mol": 118.180, "gap_ev": [5.93, 8.81], "lumo_ev": [-3.77, -3.79], "spin_multiplicity": 2, "species": ["C", "C", "C", "C", "C", "N", "N", "H", "H", "H", "H", "H", "H", "H", "H", "H", "H", "H", "H", "H", "H", "O"], "positions_angstrom": [[1.584245, 0.954605, 0.304876], [0.555503, 1.407450, -0.722957], [-0.339865, 0.222805, -0.998938], [0.000099, -0.587828, -2.000242], [-2.226281, 0.974764, 0.227973], [-1.406356, -0.089016, -0.141706], [2.269971, 2.105952, 1.007176], [2.294572, 0.373155, -0.276555], [1.105731, 0.386082, 1.086575], [0.087095, 2.361344, -0.458602], [1.064037, 1.749721, -1.628706], [0.878873, -0.522228, -2.620947], [-0.535261, -1.524402, -2.109652], [-2.136576, 1.866308, -0.368428], [-3.123332, 0.619355, 0.713000], [-1.447686, -0.998008, 0.274211], [2.860674, 1.842840, 1.802747], [1.530535, 2.666883, 1.433392], [2.936289, 2.532856, 0.368314], [-2.507958, -5.825565, 0.957294], [-1.664554, -5.304347, 2.051528], [-1.779752, -5.212720, 1.099655]], "atomic_forces_ev_per_a": [[-0.288, -0.151, -0.380], [0.128, 1.356, -0.105], [0.606, -0.652, -0.840], [-0.164, -0.983, 0.412], [-0.022, -1.438, 0.557], [0.752, 1.908, -0.396], [0.392, -0.875, 0.396], [0.417, -0.151, 0.668], [-0.024, -0.372, 0.155], [-0.586, -0.396, 0.602], [0.094, -0.633, -0.178], [0.110, 0.521, -0.004], [-0.222, 0.129, -0.177], [-0.335, 0.021, 0.024], [-0.174, 0.668, 0.047], [-0.303, -0.203, 0.000], [-0.139, -0.554, -0.076], [0.261, 0.794, -0.580], [-0.510, 0.969, -0.126], [-0.076, -0.007, -0.401], [0.279, 0.188, 0.050], [-0.196, -0.139, 0.354]], "mulliken_spin": [0.014, 0.036, -0.052, 0.049, 0.755, 0.192, -0.001, -0.001, -0.003, -0.013, -0.003, 0.004, -0.003, 0.021, 0.022, -0.019, 0.001, 0.003, -0.001, 0.000, 0.000, 0.000]}

---

Record 7
{"formula": "C5H14N2O", "method": "wB97M-V/def2-TZVPD", "total_charge": 2, "total_energy_ha": -382.95548, "e_homo_ha": -0.663, "relative_energy_kj_mol": 219.2, "molar_mass_g_mol": 118.180, "gap_ev": 11.17, "smiles": "C=C([NH3+])C[C@@H]([NH3+])CO", "lumo_ev": -6.88, "spin_multiplicity": 1, "species": ["C", "C", "N", "C", "C", "N", "C", "O", "H", "H", "H", "H", "H", "H", "H", "H", "H", "H", "H", "H", "H", "H"], "positions_angstrom": [[-0.274410, 2.271208, 0.428422], [0.735952, 1.521569, 0.032617], [1.775450, 2.088461, -0.838852], [0.966095, 0.079403, 0.250474], [-0.224871, -0.856093, -0.227588], [0.073505, -2.316714, -0.241564], [-1.583629, -0.761023, 0.661192], [-2.461615, -1.646913, 0.076871], [-1.125892, 1.906106, 1.094814], [-0.505370, 3.271232, 0.194894], [1.279137, 2.253800, -1.742732], [2.583486, 1.488846, -1.104313], [2.268814, 2.907872, -0.405850], [1.875608, -0.259769, -0.401499], [1.239369, 0.076831, 1.386793], [-0.582196, -0.644101, -1.244740], [0.758858, -2.727567, 0.523349], [-0.767115, -2.883477, -0.148926], [0.387824, -2.485202, -1.196057], [-1.414290, -1.137336, 1.747251], [-2.137099, 0.275451, 0.540247], [-2.867611, -2.422585, 0.615197]], "atomic_forces_ev_per_a": [[-1.585, -1.213, 1.419], [-0.619, -0.058, -0.245], [0.963, 1.064, -1.157], [1.083, -2.043, 0.489], [-1.988, 1.372, 2.427], [2.419, -0.993, 1.092], [-0.074, 0.739, 1.126], [-1.651, -3.184, -0.282], [1.664, 0.012, -0.953], [0.554, 1.312, -0.563], [0.860, 0.876, 0.536], [-0.778, -0.140, 0.502], [-0.990, -0.141, -0.783], [-1.342, 0.508, 1.567], [-0.497, -1.118, -1.921], [0.457, 0.234, 0.203], [-1.279, 1.285, -1.997], [-0.801, 0.276, -0.009], [0.662, -0.781, 0.197], [0.146, 1.452, -1.490], [1.713, -1.874, 0.688], [1.080, 2.415, -0.846]], "lowdin_charge": [0.151, -0.339, 0.228, -0.089, -0.228, 0.203, -0.213, -0.094, 0.120, 0.088, 0.206, 0.182, 0.213, 0.149, 0.182, 0.165, 0.248, 0.149, 0.176, 0.168, 0.153, 0.182]}

---

Record 8
{"formula": "C5H14N2S", "method": "wB97M-V/def2-TZVPD", "total_energy_ha": -706.45191, "e_homo_ha": -0.278, "relative_energy_kj_mol": 362.9, "molar_mass_g_mol": 134.248, "gap_ev": 6.01, "lumo_ev": -1.55, "spin_multiplicity": 1, "species": ["C", "C", "C", "N", "H", "H", "H", "H", "H", "H", "H", "H", "C", "C", "S", "N", "H", "H", "H", "H", "H", "H"], "positions_angstrom": [[-1.071773, -1.015307, -3.334264], [-1.033559, -0.612348, -1.891558], [-2.178149, -0.611546, -1.162838], [-2.222567, -0.427036, 0.204519], [-2.137619, -1.074362, -3.667647], [-0.645975, -0.276464, -4.010721], [-0.634536, -2.009287, -3.548705], [-0.046056, -0.247771, -1.562620], [-3.105341, -0.977858, -1.647215], [-1.403173, 0.078757, 0.549288], [-0.428265, 1.537779, 0.300026], [-3.183413, -0.284412, 0.555252], [0.793661, 0.285328, 2.454788], [1.897976, 1.029846, 1.732215], [1.640629, 1.128005, -0.070503], [0.444534, -1.017342, 1.839293], [-0.080204, 0.940603, 2.412498], [0.992526, 0.111486, 3.521353], [2.824259, 0.421470, 1.937623], [1.919536, 2.027705, 2.202060], [1.112508, -1.697465, 2.165334], [0.562988, -0.943449, 0.824776]], "atomic_forces_ev_per_a": [[-1.302, -0.358, -0.662], [-0.579, 0.325, -0.329], [1.358, -0.919, -0.899], [-1.088, 0.263, -0.228], [0.646, -0.144, 0.241], [0.396, 0.011, 0.049], [0.048, 0.497, 0.161], [-0.820, -0.378, 0.369], [0.557, 0.379, 0.425], [-0.971, -0.337, 0.527], [3.495, -0.440, -0.759], [1.446, 0.365, 0.171], [-0.920, -1.066, -0.663], [0.649, -0.248, 0.697], [-3.270, 0.897, 1.489], [0.231, 0.774, 0.355], [-0.286, 0.025, 0.012], [0.253, 0.172, -0.306], [-0.464, 0.947, -0.518], [0.602, -0.286, -0.460], [0.097, -0.322, -0.035], [-0.077, -0.160, 0.365]], "lowdin_charge": [-0.149, -0.209, -0.245, 0.028, 0.071, 0.058, 0.070, 0.012, 0.117, -0.013, 0.177, 0.099, -0.396, -0.639, 0.642, -0.022, 0.070, 0.114, 0.089, 0.067, 0.059, 0.001]}

---

Which formula does entry 7 have? C5H14N2O